(1)
DFT (the ωB97M-V functional and the def2-TZVPD basis) results for 6 unconnected molecules or ions with the total composition C33H27ClFIN4O21P.

## Properties
LUMO level in eV: -3.60
Total charge: +1
Frontier orbital gap in eV: 7.89

Structure (XYZ):
```
89
C33H27ClFIN4O21P the ωB97M-V functional and the def2-TZVPD basis
N 1.749 2.346 -0.969
P 0.714 1.038 -1.071
O 1.504 -0.011 -2.019
N -0.381 1.623 -2.443
C -1.635 0.826 -2.510
C -2.652 1.768 -1.887
F -2.394 1.976 -0.548
I -4.657 1.247 -2.132
N -2.184 2.965 -2.603
Cl -2.896 4.465 -2.224
C -0.807 2.892 -2.536
N -0.033 3.961 -2.603
H 2.122 2.416 -0.027
H 2.529 2.335 -1.621
H 1.511 -0.891 -1.609
H -1.571 -0.184 -2.119
H -1.896 0.781 -3.568
H -0.269 4.800 -2.096
H 0.855 3.912 -3.069
C -7.040 6.168 1.249
C -6.694 5.625 0.075
C -7.301 4.333 -0.448
O -6.873 3.965 -1.534
C -8.285 3.648 0.340
C -8.641 4.188 1.519
C -8.041 5.489 2.042
O -8.460 5.870 3.117
O -9.527 3.662 2.335
O -5.799 6.133 -0.762
H -6.614 7.086 1.626
H -8.709 2.727 -0.033
H -9.591 4.265 3.105
H -5.816 5.522 -1.531
C 0.724 -2.639 -4.566
C 0.413 -3.203 -5.748
C -0.392 -4.496 -5.857
O -0.609 -4.876 -6.993
C -0.824 -5.153 -4.651
C -0.516 -4.589 -3.470
C 0.274 -3.290 -3.370
O 0.487 -2.894 -2.228
O -0.843 -5.071 -2.295
O 0.760 -2.714 -6.915
H 1.299 -1.727 -4.484
H -1.383 -6.074 -4.731
H -0.504 -4.461 -1.605
H 0.398 -3.333 -7.586
C -0.803 -2.616 1.232
C -0.990 -1.920 2.360
C -1.139 -2.586 3.717
O -1.293 -1.829 4.656
C -1.098 -4.027 3.798
C -0.934 -4.727 2.665
C -0.759 -4.053 1.319
O -0.578 -4.783 0.356
O -0.885 -6.046 2.608
O -1.048 -0.599 2.433
H -0.680 -2.153 0.262
H -1.198 -4.495 4.767
H -0.746 -6.288 1.672
H -1.193 -0.410 3.389
C 3.727 1.213 3.768
C 2.674 0.449 3.448
C 2.476 -0.948 4.017
O 1.476 -1.532 3.627
C 3.452 -1.483 4.922
C 4.512 -0.723 5.244
C 4.707 0.680 4.689
O 5.702 1.271 5.064
O 5.478 -1.103 6.052
O 1.711 0.821 2.615
H 3.877 2.206 3.370
H 3.310 -2.484 5.305
H 6.108 -0.355 6.105
H 1.073 0.078 2.573
C 6.901 -0.837 0.485
C 7.198 0.004 -0.520
C 6.131 0.616 -1.417
O 6.526 1.376 -2.282
C 4.747 0.266 -1.197
C 4.453 -0.576 -0.197
C 5.520 -1.168 0.715
O 5.099 -1.897 1.597
O 3.230 -0.981 0.108
O 8.420 0.385 -0.829
H 7.654 -1.271 1.127
H 3.997 0.692 -1.849
H 3.341 -1.589 0.871
H 8.340 0.995 -1.590
```

These are the Löwdin partial charges, in e, on atoms 1 to 6:
1. N -0.127
2. P 0.908
3. O -0.273
4. N -0.101
5. C -0.179
6. C -0.989


(2)
DFT (the ωB97M-V functional and the def2-TZVPD basis) results for a molecular structure, C42H49N2O4PtS2 in a non-equilibrium geometry.

## Properties
Energy relative to the best compared isomer or geometry (same formula, charge and spin) in kcal/mol: 21.7
LUMO level (alpha / beta) in eV: -11.02 / -11.01
Total charge: +3
Frontier orbital gap (alpha / beta) in eV: 4.22 / 4.22

Structure (XYZ):
```
100
C42H49N2O4PtS2 the ωB97M-V functional and the def2-TZVPD basis
Pt -0.064 0.182 -1.015
O -2.035 0.116 -0.511
S -3.118 -0.538 -1.450
C -3.264 0.660 -2.786
C -2.167 0.440 -3.826
C -1.897 1.656 -4.713
C -1.446 2.931 -4.003
S 0.047 2.690 -3.023
O -0.510 2.046 -1.717
C 0.394 4.358 -2.545
C -0.084 4.872 -1.348
C 0.205 6.193 -1.038
C 0.951 6.970 -1.916
C 1.421 6.437 -3.109
C 1.152 5.115 -3.429
C -4.602 -0.262 -0.549
C -4.752 0.859 0.259
C -5.964 1.040 0.901
C -6.996 0.122 0.723
C -6.824 -0.992 -0.087
C -5.611 -1.202 -0.725
H -3.235 1.634 -2.293
H -4.258 0.516 -3.214
H -2.444 -0.401 -4.463
H -1.228 0.139 -3.345
H -2.794 1.907 -5.284
H -1.140 1.377 -5.447
H -2.186 3.377 -3.335
H -1.167 3.689 -4.739
H -0.687 4.262 -0.688
H -0.164 6.621 -0.116
H 1.167 8.001 -1.669
H 2.001 7.047 -3.788
H 1.527 4.689 -4.353
H -3.940 1.562 0.390
H -6.111 1.900 1.541
H -7.941 0.277 1.226
H -7.629 -1.703 -0.214
H -5.457 -2.077 -1.344
C 2.151 -3.037 -3.646
C 1.921 -1.650 -3.128
O 0.780 -1.219 -3.006
C 3.113 -0.797 -2.818
C 4.363 -1.173 -3.231
C 5.490 -0.340 -3.055
C 5.365 0.917 -2.446
C 4.140 1.329 -2.006
C 2.971 0.491 -2.153
O 1.876 0.927 -1.714
H 1.199 -3.559 -3.697
H 2.848 -3.592 -3.017
H 2.575 -2.995 -4.652
H 4.507 -2.121 -3.734
H 6.454 -0.675 -3.410
H 6.234 1.548 -2.325
H 3.994 2.283 -1.517
C 2.104 2.868 5.283
C 1.725 1.414 5.003
C 0.525 1.029 5.884
C 2.925 0.510 5.334
C 1.344 1.196 3.549
C 1.354 2.212 2.596
C 0.982 1.944 1.291
N 0.613 0.724 0.915
C 0.617 -0.295 1.795
C 0.968 -0.080 3.109
C 0.286 -1.609 1.207
C 0.233 -2.790 1.921
C -0.069 -3.997 1.293
C -0.308 -3.945 -0.085
C -0.239 -2.749 -0.758
N 0.053 -1.604 -0.123
C -0.143 -5.318 2.037
C 0.891 -6.278 1.424
C -1.558 -5.894 1.861
C 0.149 -5.155 3.528
H 2.365 2.972 6.335
H 1.276 3.551 5.086
H 2.972 3.184 4.701
H 0.780 1.196 6.930
H 0.256 -0.023 5.778
H -0.351 1.636 5.650
H 3.215 0.667 6.373
H 3.785 0.746 4.706
H 2.689 -0.549 5.218
H 1.646 3.218 2.855
H 0.966 2.708 0.523
H 0.964 -0.907 3.804
H 0.427 -2.770 2.982
H -0.548 -4.838 -0.643
H -0.400 -2.677 -1.827
H 0.684 -6.488 0.374
H 0.860 -7.226 1.959
H 1.903 -5.878 1.507
H -1.788 -6.105 0.816
H -2.316 -5.215 2.254
H -1.632 -6.834 2.408
H 1.156 -4.773 3.710
H 0.083 -6.128 4.013
H -0.577 -4.502 4.019
```

These are the Löwdin partial charges, in e, on atoms 1 to 6:
1. Pt 1.503
2. O -0.615
3. S 1.106
4. C -0.297
5. C -0.241
6. C -0.200


(3)
DFT (the ωB97M-V functional and the def2-TZVPD basis) results for C4H9NO2 in the gas phase in a non-equilibrium geometry.

## Properties
Energy relative to the best compared isomer or geometry (same formula, charge and spin) in kcal/mol: 32.7
LUMO level in eV: 0.91
SMILES string: CC(=O)NCCO
Frontier orbital gap in eV: 10.32

Structure (XYZ):
```
16
C4H9NO2 the ωB97M-V functional and the def2-TZVPD basis
C -1.603 1.313 0.114
C -0.707 0.722 -0.947
N -0.450 -0.649 -0.918
C 0.149 -1.254 0.248
C 1.586 -0.764 0.571
O 1.672 0.581 0.962
O -0.068 1.459 -1.668
H -1.672 2.394 -0.016
H -2.616 0.938 -0.050
H -1.264 0.978 1.081
H -0.227 -1.053 -1.815
H -0.455 -1.125 1.150
H 0.264 -2.326 0.079
H 2.105 -0.921 -0.380
H 2.039 -1.381 1.338
H 1.247 1.086 0.252
```

These are the natural (NBO) partial charges, in e, on atoms 1 to 6:
1. C -0.725
2. C 0.687
3. N -0.679
4. C -0.241
5. C -0.074
6. O -0.711


(4)
DFT (the ωB97M-V functional and the def2-TZVPD basis) results for 2 unconnected molecules or ions with the total composition CH5P in a non-equilibrium geometry.

## Properties
Energy relative to the best compared isomer or geometry (same formula, charge and spin) in kcal/mol: 50.6
LUMO level in eV: -0.09
SMILES string: [H][H].C=P
Frontier orbital gap in eV: 9.38

Structure (XYZ):
```
7
CH5P the ωB97M-V functional and the def2-TZVPD basis
C -1.166 -0.029 -0.078
P 0.031 -1.216 -0.194
H -1.377 0.642 -0.989
H -1.326 0.218 1.023
H 1.601 0.304 0.794
H 1.732 0.996 0.904
H 0.506 -0.916 -1.460
```

These are the natural (NBO) partial charges, in e, on atoms 1 to 6:
1. C -0.824
2. P 0.438
3. H 0.235
4. H 0.233
5. H -0.025
6. H 0.011


(5)
DFT (the ωB97M-V functional and the def2-TZVPD basis) results for a molecular structure, C43H41NO2P2SSiZn.

## Properties
Energy relative to the best compared isomer or geometry (same formula, charge and spin) in kcal/mol: 0.0
LUMO level in eV: 0.39
Frontier orbital gap in eV: 7.32

Structure (XYZ):
```
92
C43H41NO2P2SSiZn the ωB97M-V functional and the def2-TZVPD basis
Zn 0.096 -1.550 0.961
O -0.476 0.675 1.617
P -0.344 1.982 0.912
C -0.612 1.879 -0.879
P 0.088 0.491 -1.833
O -0.187 -0.832 -1.212
C -0.792 0.658 -3.396
C -2.152 0.335 -3.375
C -2.895 0.388 -4.542
C -2.284 0.752 -5.735
C -0.932 1.063 -5.761
C -0.183 1.015 -4.593
C 1.824 0.780 -2.181
C 2.605 -0.350 -2.413
C 3.940 -0.209 -2.750
C 4.501 1.058 -2.849
C 3.724 2.185 -2.629
C 2.382 2.045 -2.305
C 1.222 2.808 1.219
C 1.669 3.902 0.483
C 2.852 4.536 0.823
C 3.592 4.081 1.906
C 3.147 2.999 2.649
C 1.962 2.363 2.311
C -1.626 3.127 1.472
C -2.436 2.722 2.527
C -3.421 3.571 3.012
C -3.598 4.824 2.447
C -2.785 5.237 1.399
C -1.800 4.392 0.916
H -0.381 2.826 -1.372
H -1.695 1.724 -0.981
H -2.627 0.027 -2.446
H -3.947 0.136 -4.518
H -2.863 0.788 -6.649
H -0.456 1.337 -6.693
H 0.873 1.252 -4.621
H 2.168 -1.332 -2.292
H 4.549 -1.088 -2.915
H 5.550 1.166 -3.096
H 4.160 3.172 -2.709
H 1.783 2.930 -2.147
H 1.098 4.277 -0.358
H 3.197 5.383 0.244
H 4.520 4.572 2.168
H 3.726 2.641 3.489
H 1.622 1.498 2.864
H -2.285 1.743 2.963
H -4.050 3.250 3.832
H -4.369 5.483 2.823
H -2.918 6.217 0.961
H -1.171 4.728 0.100
C -0.186 -4.669 3.194
C 1.239 -4.572 2.727
C 2.132 -5.655 2.935
C 3.410 -5.556 2.475
C 3.837 -4.367 1.838
C 5.163 -4.189 1.376
C 5.521 -2.996 0.815
C 4.586 -1.948 0.706
C 3.286 -2.081 1.139
S 2.199 -0.714 1.081
C 2.888 -3.334 1.699
N 1.602 -3.473 2.119
H -0.302 -5.431 3.963
H -0.832 -4.935 2.355
H -0.525 -3.710 3.581
H 1.785 -6.540 3.452
H 4.116 -6.367 2.607
H 5.874 -4.998 1.490
H 6.533 -2.841 0.460
H 4.890 -0.999 0.283
C -2.414 -4.021 -0.059
Si -2.133 -2.399 0.874
C -2.996 -2.601 2.550
C -3.223 -1.138 -0.052
C -3.982 -1.453 -1.181
C -4.814 -0.515 -1.784
C -4.900 0.775 -1.278
C -4.156 1.115 -0.155
C -3.339 0.165 0.442
H -3.481 -4.250 -0.114
H -1.927 -4.867 0.430
H -2.025 -3.964 -1.077
H -4.077 -2.679 2.415
H -2.796 -1.756 3.211
H -2.655 -3.504 3.060
H -3.931 -2.447 -1.608
H -5.395 -0.794 -2.655
H -5.549 1.504 -1.746
H -4.216 2.115 0.261
H -2.769 0.438 1.324
```

These are the Löwdin partial charges, in e, on atoms 1 to 6:
1. Zn 0.448
2. O -0.419
3. P 0.733
4. C -0.268
5. P 0.735
6. O -0.399


(6)
DFT (the ωB97M-V functional and the def2-TZVPD basis) results for 2 unconnected molecules or ions with the total composition C3H9NO.

## Properties
⟨S²⟩: 0.76
Energy relative to the best compared isomer or geometry (same formula, charge and spin) in kcal/mol: 8.7
Spin multiplicity: 2
LUMO level (alpha / beta) in eV: -4.24 / -7.54
Total charge: +1
Frontier orbital gap (alpha / beta) in eV: 10.78 / 7.77

Structure (XYZ):
```
14
C3H9NO the ωB97M-V functional and the def2-TZVPD basis
C -0.394 -1.980 -0.489
C -0.800 -0.575 -0.583
C 0.030 0.468 -0.997
N -0.107 1.753 -0.755
H 0.576 -2.233 -0.907
H -0.381 -2.253 0.575
H -1.150 -2.618 -0.955
H -1.839 -0.338 -0.368
H 0.916 0.221 -1.583
H 0.304 2.401 -1.407
H -0.708 2.185 -0.054
H 0.963 -0.363 1.582
H 0.868 1.138 1.928
O 1.046 0.264 2.305
```

These are the natural (NBO) partial charges, in e, on atoms 1 to 6:
1. C -0.707
2. C 0.032
3. C 0.099
4. N -0.601
5. H 0.251
6. H 0.288


(7)
DFT (the ωB97M-V functional and the def2-TZVPD basis) results for CH5PS2 in the gas phase in a non-equilibrium geometry.

## Properties
Energy relative to the best compared isomer or geometry (same formula, charge and spin) in kcal/mol: 70.7
LUMO level in eV: -1.22
SMILES string: C[PH]#[SH]=S
Frontier orbital gap in eV: 6.65

Structure (XYZ):
```
9
CH5PS2 the ωB97M-V functional and the def2-TZVPD basis
C 0.813 0.778 0.895
P -0.896 1.062 0.327
S -0.509 -1.033 -1.067
S -1.816 -2.151 -2.023
H 1.562 1.482 0.628
H 1.231 -0.171 0.349
H 0.774 0.662 1.924
H -1.418 0.078 1.037
H 0.259 -0.707 -2.070
```

These are the natural (NBO) partial charges, in e, on atoms 1 to 6:
1. C -0.963
2. P 0.521
3. S 0.106
4. S -0.432
5. H 0.239
6. H 0.238


(8)
DFT (the ωB97M-V functional and the def2-TZVPD basis) results for 2 unconnected molecules or ions with the total composition C4H7N2 in a non-equilibrium geometry.

## Properties
Energy relative to the best compared isomer or geometry (same formula, charge and spin) in kcal/mol: 108.4
LUMO level in eV: -4.56
Total charge: +1
Frontier orbital gap in eV: 9.24

Structure (XYZ):
```
13
C4H7N2 the ωB97M-V functional and the def2-TZVPD basis
C -0.525 -0.868 -2.400
C -0.720 -0.782 -3.600
C 0.141 -0.721 -1.175
C 0.042 0.324 2.221
N -0.545 -0.437 -0.105
N 0.977 1.175 2.133
H 1.211 -0.866 -1.034
H 0.284 -0.604 2.640
H -1.043 0.556 1.979
H -1.587 -0.226 -0.314
H -1.033 -0.410 -4.566
H 1.879 0.680 2.137
H 0.918 2.180 2.084
```

These are the natural (NBO) partial charges, in e, on atoms 1 to 6:
1. C -0.157
2. C -0.047
3. C 0.103
4. C 0.179
5. N -0.648
6. N -0.635